Record 1
The following is a quantum chemistry calculation of C16H26MnN10OS as an isolated structure, from the Open Molecules 2025 dataset.

The geometry in XYZ format:
```
55
Properties=species:S:1:pos:R:3:mulliken_charge:R:1
Mn 0.15 0.74 0.28 -0.50
S -1.45 -1.11 0.03 -0.10
O 0.75 2.41 0.92 -0.65
N -0.19 2.43 -1.07 -0.29
N 1.35 -0.31 4.08 -0.36
N -1.05 2.39 -3.21 -0.39
N -3.08 -2.48 -1.62 -0.19
N -2.88 -0.28 -2.08 -0.33
N 1.88 0.09 -0.06 -0.17
N 0.26 -0.05 2.04 -0.10
N 4.15 -0.09 0.48 0.07
N 0.29 4.48 0.04 0.07
N 2.59 -0.01 2.17 -0.09
C -3.69 -4.77 -1.65 -0.36
C -0.77 4.51 -2.09 -0.98
C 5.20 -0.39 1.48 -1.09
C -2.52 -1.26 -1.28 0.69
C 4.56 0.01 -0.92 -1.13
C 0.31 3.15 -0.03 0.78
C -3.80 -4.80 1.15 -0.77
C -4.11 -5.96 0.39 -0.37
C 1.35 -0.12 2.76 0.55
C -3.43 -3.64 0.53 -0.16
C -0.67 3.10 -2.14 1.03
C 0.85 5.18 1.22 -0.83
C -0.27 5.16 -1.01 -0.04
C 2.88 0.00 0.82 0.77
C -3.36 -3.61 -0.88 1.15
C -4.05 -5.93 -1.02 -0.68
H -1.17 5.07 -2.92 0.39
H -3.60 -0.37 -2.78 0.24
H -4.29 -6.82 -1.59 0.45
H 2.19 -0.44 4.61 0.21
H 0.48 -0.34 4.60 0.23
H 3.38 0.00 2.79 0.18
H -0.27 6.24 -0.92 0.43
H 0.27 4.92 2.10 0.34
H 1.89 4.89 1.34 0.33
H 6.14 -0.51 0.95 0.35
H 2.16 -0.07 -1.02 0.15
H -1.29 2.90 -4.05 0.27
H 5.33 0.44 2.17 0.41
H -3.64 -4.73 -2.73 0.37
H 4.53 -0.96 -1.41 0.37
H -3.36 -2.55 -2.59 0.29
H -0.62 1.50 -3.36 0.27
H 0.78 6.25 1.03 0.32
H 4.98 -1.32 2.00 0.44
H 3.94 0.74 -1.45 0.40
H 5.59 0.38 -0.95 0.39
H -3.89 -4.85 2.22 0.44
H -2.52 0.66 -1.93 0.11
H -0.59 -0.22 2.56 0.22
H -3.24 -2.75 1.11 0.44
H -4.41 -6.87 0.89 0.45
```

The calculation puts the highest occupied orbital energy (spin up / spin down) at -20.337 / -20.458 eV. Its energy is -2795.9434 hartree. The spin multiplicity is 4. As for the charge: +4. As for the orbital gap (spin up / spin down): 7.67 / 6.44 eV. The expectation value of S² is 3.792. The lowest unoccupied orbital energy (spin up / spin down) is -12.7 / -14.0 eV.

Record 2
The following is a quantum chemistry calculation of an isolated ion of composition C5H12NOS and charge +1, from the Open Molecules 2025 dataset.

The geometry in XYZ format:
```
20
Properties=species:S:1:pos:R:3:mulliken_charge:R:1
S 1.39 0.44 2.04 -0.03
O 0.61 -1.92 0.15 -0.49
N -0.47 0.03 -0.70 -0.15
C -0.09 1.43 1.36 -0.82
C -1.05 0.49 0.62 -0.56
C -1.43 -0.74 -1.51 -0.70
C 0.81 -0.79 -0.52 -0.56
C 2.02 0.23 0.45 -0.48
H -0.86 -1.33 -2.41 0.29
H -2.03 0.87 0.41 0.47
H -0.48 1.93 2.17 0.49
H -1.81 -1.50 -0.79 0.37
H 0.55 -1.71 1.05 0.42
H 2.08 1.31 0.03 0.34
H -2.30 -0.03 -1.71 0.33
H 2.92 -0.37 0.33 0.37
H -1.07 -0.54 1.17 0.40
H 0.15 2.28 0.67 0.34
H -0.18 0.83 -1.32 0.38
H 1.24 -0.91 -1.51 0.59
```

Its structure (SMILES) is C[N@H+]1CCSC[C@H]1O. The calculation puts the highest occupied orbital energy at -13.132 eV. Its energy is -725.5766 hartree. The spin multiplicity is 1. As for the charge: +1. As for the orbital gap: 10.04 eV. The calculation puts the energy above the lowest of the compared OMol25 structures with the same formula, charge and spin at 110.0 kJ/mol. The lowest unoccupied orbital energy is -3.1 eV.

Record 3
The following is a quantum chemistry calculation of C11H14BCdF3N6 as an isolated structure, from the Open Molecules 2025 dataset.

The geometry in XYZ format:
```
36
Properties=species:S:1:pos:R:3:mulliken_charge:R:1
Cd 2.23 1.08 1.24 0.48
F 2.35 1.56 4.23 -0.23
F 4.33 0.97 3.50 -0.23
F 2.75 -0.55 3.68 -0.22
N 0.24 1.85 -1.22 0.59
N 1.51 -0.64 -0.03 -0.84
N 0.87 -0.67 -1.25 0.62
N 0.76 2.17 0.03 -0.87
N -1.61 0.02 -1.82 0.55
N -2.22 -0.39 -0.66 -0.86
C -1.96 -2.78 4.02 -0.84
C -3.71 -0.52 -2.36 -0.68
C 0.18 2.99 -1.96 -0.17
C -2.50 -0.06 -2.86 -0.38
C 0.61 4.06 -1.17 -0.79
C -3.49 -0.70 -0.97 -0.14
C 2.24 -2.43 -1.16 -0.81
C 2.30 -1.74 0.05 0.07
C 2.98 0.77 3.27 0.46
C 0.95 3.52 0.07 0.07
C 1.34 -1.73 -1.96 -0.23
B -0.09 0.43 -1.82 0.01
H -0.94 -2.54 3.70 0.16
H -0.13 2.96 -2.99 0.41
H -2.68 -2.41 3.29 0.19
H -2.06 -3.86 4.14 0.23
H -4.22 -1.02 -0.24 0.42
H 1.07 -1.89 -3.00 0.42
H -2.13 -2.32 4.95 0.26
H 2.89 -1.96 0.94 0.45
H 0.69 5.10 -1.46 0.38
H -2.22 0.20 -3.88 0.41
H 2.80 -3.31 -1.42 0.38
H 1.31 4.02 0.97 0.46
H 0.18 0.51 -3.00 -0.12
H -4.63 -0.70 -2.87 0.38
```

The calculation puts the highest occupied orbital energy at -8.649 eV. Its energy is -1248.3071 hartree. The spin multiplicity is 1. As for the charge: 0. As for the orbital gap: 8.05 eV. The calculation puts the energy above the lowest of the compared OMol25 structures with the same formula, charge and spin at 0.0 kJ/mol. The lowest unoccupied orbital energy is -0.6 eV.

| no. | strongest force on any atom (eV/A) |
| --- | --- |
| 1 | 0.48 |
| 2 | 4.76 |
| 3 | 1.71 |